No. 1
DFT (ωB97M-V with the def2-TZVPD basis set) results for a molecular structure, C14H13BrCl2N3O2PdS.

Calculated values
- HOMO energy (spin up / spin down) (eV) = -11.213 / -11.151
- LUMO (spin up / spin down) (hartree) = -0.1234 / -0.1702
- relative energy (zero: lowest compared OMol25 entry of this formula, charge and spin) (kcal per mole) = 0.0
- 2S+1 = 3
- net charge = +1
- maximum force (eV Å⁻¹) = 0.26
- ⟨S²⟩ = 2.01

Each line ends with the natural charge from an NBO analysis.
Cartesian coordinates (Å):
Pd: 1.405 -0.507 -1.159  1.115
Cl: -1.896 0.024 5.411  0.041
C: -1.408 0.008 3.753  -0.091
C: -2.292 0.474 2.772  -0.159
C: -1.925 0.466 1.452  -0.139
Cl: -3.035 1.042 0.256  0.030
C: -0.658 -0.004 1.014  0.459
O: -0.411 0.010 -0.258  -0.763
C: 0.217 -0.482 2.029  -0.311
C: 1.522 -1.033 1.796  0.440
O: 2.154 -1.146 0.738  -0.607
C: -0.181 -0.463 3.386  -0.139
H: -3.269 0.842 3.055  0.254
H: 2.034 -1.395 2.698  0.165
H: 0.501 -0.830 4.142  0.235
C: -3.131 -2.247 -1.575  -0.442
N: -1.697 -2.013 -1.622  -0.569
C: -0.839 -2.838 -2.189  0.360
N: -1.288 -3.950 -2.778  -0.771
S: 0.852 -2.558 -2.267  -0.240
H: -3.591 -1.417 -1.047  0.245
H: -3.365 -3.170 -1.041  0.209
H: -3.555 -2.289 -2.580  0.209
H: -1.323 -1.191 -1.152  0.452
H: -2.269 -4.164 -2.838  0.414
H: -0.635 -4.555 -3.245  0.429
Br: 0.934 1.608 -3.243  0.136
C: 1.868 2.383 -1.788  0.155
C: 2.150 3.734 -1.762  -0.253
C: 2.851 4.212 -0.666  -0.115
C: 3.238 3.334 0.337  -0.240
C: 2.904 2.000 0.216  0.065
N: 2.223 1.530 -0.835  -0.540
H: 1.834 4.379 -2.568  0.254
H: 3.096 5.263 -0.601  0.244
H: 3.792 3.674 1.199  0.247
H: 3.188 1.270 0.961  0.222

---

No. 2
DFT (ωB97M-V with the def2-TZVPD basis set) results for a single C2H3N3O2 molecule in a non-equilibrium geometry.

Calculated values
- HOMO energy (eV) = -9.225
- LUMO (hartree) = 0.0171
- relative energy (zero: lowest compared OMol25 entry of this formula, charge and spin) (kcal per mole) = 47.0
- SMILES = Nc1noc(=O)[nH]1
- 2S+1 = 1
- net charge = 0
- maximum force (eV Å⁻¹) = 2.77

Each line ends with the natural charge from an NBO analysis.
Cartesian coordinates (Å):
N: -1.839 -0.096 -0.096  -0.813
C: -0.505 -0.097 0.149  0.499
N: -0.039 -1.306 0.044  -0.269
O: 1.317 -1.174 -0.233  -0.327
C: 1.662 0.126 -0.131  0.854
O: 2.756 0.572 -0.312  -0.584
N: 0.490 0.824 0.204  -0.635
H: -1.793 -1.152 -0.231  0.437
H: -2.496 0.473 0.431  0.401
H: 0.447 1.830 0.175  0.437